Entry from the OMol25 dataset: a cluster of 2 separate species, C4H5NS2 in total at a distorted geometry (ωB97M-V with the def2-TZVPD basis set).

Last column: Löwdin charge in e.
Geometry (Å):
C: -1.61 -1.14 0.01  -0.58
C: 1.15 0.44 0.46  -0.29
C: -1.52 -2.35 -0.44  -0.06
C: 1.93 1.64 0.36  -0.08
N: 0.68 -0.59 0.35  0.16
S: -2.49 0.24 0.09  0.37
S: -1.88 1.78 -0.91  0.01
H: -2.24 -2.81 -1.11  0.08
H: -0.66 -2.89 0.01  0.07
H: 2.18 1.94 -0.74  0.13
H: 2.87 1.26 0.94  0.12
H: 1.59 2.50 0.97  0.08

Output
E_tot ... -27386.09256 eV
Energy relative to the best compared isomer or geometry (same formula, charge and spin) ... 83.6 kcal/mol
E_LUMO (spin up / spin down) ... -0.0197 / -0.0196 Ha
HOMO (spin up / spin down) ... -0.2967 / -0.2967 Eh
HOMO-LUMO gap (spin up / spin down) ... 7.54 / 7.54 eV

---

Entry from the OMol25 dataset: an isolated molecule of C10H14O2S at a distorted geometry (ωB97M-V with the def2-TZVPD basis set).

Last column: Löwdin charge in e.
Geometry (Å):
C: 0.68 1.13 -0.78  -0.01
C: 1.26 -0.07 -0.51  -0.16
C: -1.53 -0.52 -0.54  -0.31
C: -0.53 1.75 -0.02  -0.34
C: -1.69 0.98 -0.60  -0.26
C: -0.54 -1.07 0.55  -0.20
C: 0.78 -0.99 0.43  -0.57
C: -1.94 1.35 -2.13  -0.02
C: -1.22 -2.06 1.51  -0.05
C: 3.47 -0.88 1.07  -0.40
O: -2.18 -1.36 -1.14  0.11
O: -0.46 1.69 1.38  0.00
S: 1.98 -1.92 1.35  0.92
H: 1.17 1.78 -1.54  0.12
H: 2.13 -0.32 -1.19  0.14
H: -0.73 2.81 -0.30  0.15
H: -2.68 1.16 -0.11  0.17
H: 0.42 1.33 1.58  0.10
H: -1.71 2.37 -2.18  0.05
H: -2.92 0.99 -2.52  0.10
H: -1.12 0.71 -2.56  0.09
H: -0.59 -2.14 2.47  0.09
H: -1.33 -3.10 1.03  0.12
H: -2.18 -1.80 1.83  0.04
H: 4.08 -1.27 0.21  0.06
H: 4.09 -0.80 1.86  -0.02
H: 3.28 0.26 0.86  0.08

Output
E_tot ... -25524.63175 eV
Energy relative to the best compared isomer or geometry (same formula, charge and spin) ... 26.9 kcal/mol
E_LUMO ... 0.0143 Ha
HOMO ... -0.3060 Eh
HOMO-LUMO gap ... 8.72 eV

---

Entry from the OMol25 dataset: an isolated molecule of C5H9NS at a distorted geometry (ωB97M-V with the def2-TZVPD basis set).

Last column: Löwdin charge in e.
Geometry (Å):
C: -0.90 0.40 -0.12  -0.66
C: 0.35 1.32 -0.33  -0.16
C: 1.45 0.14 -0.42  -0.18
C: -0.31 -0.55 0.86  -0.35
C: -1.77 -0.35 0.94  -0.06
H: -0.23 -1.17 -1.81  -0.11
H: 0.53 1.98 0.51  0.09
H: 0.39 1.84 -1.29  0.09
H: 2.39 0.39 0.07  0.10
H: 1.72 -0.12 -1.48  0.10
H: 1.40 -1.65 0.75  0.09
H: 0.08 0.05 1.72  0.15
H: -2.16 0.18 1.83  0.11
H: -2.47 -1.01 0.37  0.08
N: 0.82 -1.13 0.13  -0.06
S: -1.29 -0.31 -1.74  0.77

Output
E_tot ... -17652.40003 eV
Energy relative to the best compared isomer or geometry (same formula, charge and spin) ... 87.5 kcal/mol
E_LUMO ... 0.0329 Ha
HOMO ... -0.3156 Eh
HOMO-LUMO gap ... 9.48 eV

---

Entry from the OMol25 dataset: a structure of composition C39H63F3N6O3PPtS at a distorted geometry (ωB97M-V with the def2-TZVPD basis set).

Last column: Löwdin charge in e.
Geometry (Å):
Pt: -0.09 0.84 0.43  0.97
C: 3.56 3.30 -1.85  -0.01
N: 2.23 3.48 -2.36  -0.13
C: 2.19 4.36 -3.51  -0.02
C: 1.15 2.81 -1.89  -0.32
N: 1.28 1.60 -1.30  0.09
C: 2.23 0.71 -1.72  -0.21
C: 2.49 0.64 -3.11  0.06
C: 3.37 -0.27 -3.65  0.02
C: 4.04 -1.15 -2.83  0.09
C: 3.84 -1.12 -1.44  -0.13
C: 4.59 -1.98 -0.62  0.09
C: 4.51 -1.91 0.76  0.02
C: 3.68 -0.98 1.34  0.06
C: 2.86 -0.12 0.58  -0.21
N: 2.02 0.72 1.25  0.06
C: 2.41 1.38 2.37  -0.33
N: 3.68 1.80 2.55  -0.12
C: 4.64 2.02 1.49  -0.01
C: 4.28 1.96 3.86  -0.01
N: 1.53 1.58 3.36  -0.12
C: 0.42 0.67 3.52  -0.04
C: 1.46 2.82 4.11  -0.01
C: 2.92 -0.18 -0.85  -0.04
N: -0.05 3.38 -2.05  -0.10
C: -0.26 4.81 -1.96  -0.01
C: -1.25 2.58 -2.12  -0.02
H: 4.01 4.28 -1.68  0.12
H: 4.20 2.75 -2.55  0.11
H: 3.51 2.77 -0.91  0.06
H: 2.98 4.07 -4.20  0.11
H: 2.38 5.40 -3.23  0.11
H: 1.24 4.30 -4.04  0.10
H: 1.94 1.30 -3.77  0.14
H: 3.53 -0.29 -4.72  0.14
H: 4.74 -1.86 -3.24  0.15
H: 5.27 -2.68 -1.09  0.15
H: 5.10 -2.57 1.37  0.14
H: 3.60 -0.93 2.42  0.15
H: 4.16 1.96 0.52  0.06
H: 5.44 1.27 1.53  0.11
H: 5.09 3.00 1.61  0.12
H: 3.67 1.51 4.63  0.10
H: 4.45 3.01 4.10  0.11
H: 5.25 1.47 3.84  0.11
H: 0.79 -0.36 3.45  0.10
H: -0.35 0.84 2.75  0.02
H: -0.03 0.83 4.49  0.12
H: 2.20 3.53 3.75  0.11
H: 1.60 2.66 5.17  0.12
H: 0.48 3.26 3.95  0.08
H: 0.65 5.32 -1.68  0.10
H: -1.00 4.99 -1.18  0.08
H: -0.65 5.22 -2.89  0.12
H: -1.25 1.98 -3.04  0.10
H: -2.12 3.23 -2.12  0.12
H: -1.34 1.92 -1.24  0.03
F: -1.65 4.74 3.36  0.19
C: -2.22 3.63 2.93  -0.65
F: -1.88 2.63 3.76  0.12
F: -3.53 3.74 2.93  0.20
S: -1.60 3.14 1.23  0.54
O: -2.09 4.10 0.30  -0.23
O: -2.16 1.79 1.07  -0.38
O: -0.15 3.06 1.35  -0.34
C: -0.79 -5.80 0.21  -0.18
C: -0.67 -5.16 1.58  -0.17
C: -1.23 -3.72 1.56  -0.19
C: -1.12 -3.10 0.17  -0.39
C: 0.20 -3.57 -0.45  -0.20
C: 0.02 -5.05 -0.84  -0.17
P: -1.49 -1.25 0.08  1.15
C: -2.11 -1.04 -1.69  -0.39
C: -0.93 -0.83 -2.65  -0.25
C: -1.45 -0.74 -4.08  -0.18
C: -1.98 -2.10 -4.55  -0.17
C: -2.44 -2.95 -3.37  -0.18
C: -3.07 -2.11 -2.26  -0.17
C: -3.05 -0.99 1.08  -0.42
C: -2.86 -1.08 2.60  -0.20
C: -3.93 -0.24 3.30  -0.17
C: -5.24 -0.24 2.51  -0.18
C: -5.42 -1.54 1.74  -0.16
C: -4.31 -1.76 0.69  -0.17
H: -1.85 -5.85 -0.06  0.12
H: -0.46 -6.84 0.26  0.12
H: 0.37 -5.15 1.89  0.12
H: -1.22 -5.74 2.32  0.12
H: -0.70 -3.11 2.29  0.11
H: -2.28 -3.77 1.85  0.10
H: -1.92 -3.52 -0.46  0.11
H: 1.00 -3.47 0.28  0.11
H: 0.49 -2.99 -1.32  0.08
H: 1.00 -5.51 -0.96  0.12
H: -0.48 -5.13 -1.81  0.11
H: -2.65 -0.09 -1.62  0.11
H: -0.23 -1.66 -2.60  0.10
H: -0.38 0.07 -2.36  0.04
H: -0.65 -0.40 -4.75  0.11
H: -2.25 0.00 -4.12  0.12
H: -1.20 -2.63 -5.09  0.12
H: -2.80 -1.95 -5.25  0.12
H: -1.59 -3.51 -2.97  0.09
H: -3.17 -3.68 -3.72  0.13
H: -3.45 -2.77 -1.50  0.08
H: -3.93 -1.59 -2.69  0.14
H: -3.26 0.07 0.88  0.08
H: -1.87 -0.73 2.89  0.08
H: -2.95 -2.12 2.92  0.11
H: -3.58 0.78 3.43  0.09
H: -4.11 -0.63 4.31  0.13
H: -5.23 0.59 1.80  0.12
H: -6.08 -0.07 3.17  0.13
H: -6.39 -1.56 1.25  0.13
H: -5.43 -2.35 2.47  0.13
H: -4.69 -1.41 -0.27  0.11
H: -4.12 -2.83 0.62  0.11

Output
Charge ... +3
E_tot ... -88044.91499 eV
E_LUMO (spin up / spin down) ... -0.4355 / -0.4363 Ha
HOMO (spin up / spin down) ... -0.6071 / -0.6061 Eh
HOMO-LUMO gap (spin up / spin down) ... 4.67 / 4.62 eV

---

Entry from the OMol25 dataset: a cluster of 2 separate species, C2H4N2OS2 in total at a distorted geometry (ωB97M-V with the def2-TZVPD basis set).

Last column: Löwdin charge in e.
Geometry (Å):
C: 1.77 -0.08 0.33  -0.37
C: -0.39 1.08 0.40  -0.20
N: -1.26 0.32 -0.19  -0.50
N: 1.34 -0.87 -0.61  0.15
O: 2.69 0.18 1.01  0.13
S: -3.67 -1.08 -0.79  0.08
S: -2.60 -0.21 0.56  0.36
H: 0.27 1.67 -0.22  0.07
H: -0.43 1.36 1.45  0.08
H: 0.37 -0.77 -0.92  0.08
H: 1.91 -1.60 -1.03  0.13

Output
E_tot ... -28834.18667 eV
Energy relative to the best compared isomer or geometry (same formula, charge and spin) ... 66.8 kcal/mol
E_LUMO (spin up / spin down) ... -0.0237 / -0.0571 Ha
HOMO (spin up / spin down) ... -0.3042 / -0.2841 Eh
HOMO-LUMO gap (spin up / spin down) ... 7.63 / 6.18 eV

---

Entry from the OMol25 dataset: an isolated molecule of C13H19NO at a distorted geometry (ωB97M-V with the def2-TZVPD basis set).

Last column: Löwdin charge in e.
Geometry (Å):
C: 0.41 -2.08 0.06  -0.06
C: 0.96 -1.14 -0.72  -0.27
C: -0.82 -1.87 0.89  -0.18
C: 2.38 -1.25 -1.23  -0.10
C: -0.65 -0.62 1.75  -0.17
C: 0.57 1.49 1.44  -0.06
C: 3.37 -0.55 -0.25  -0.15
C: 0.27 0.12 -1.04  -0.01
C: -0.73 0.67 1.04  -0.29
C: -0.94 0.74 -0.48  -0.49
C: 1.60 1.06 0.52  -0.30
C: -0.91 2.29 -0.81  -0.02
C: -2.22 0.19 -1.15  -0.02
N: 2.81 0.38 0.63  0.02
O: 2.67 1.77 0.07  0.05
H: 1.01 -2.96 0.36  0.11
H: -1.52 -1.70 0.09  0.07
H: -1.20 -2.70 1.45  0.11
H: 2.56 -2.34 -1.35  0.12
H: 2.51 -0.85 -2.23  0.11
H: -1.50 -0.64 2.56  0.15
H: 0.25 -0.88 2.24  0.10
H: 0.33 2.55 1.43  0.12
H: 0.76 1.04 2.48  0.15
H: 3.71 -1.25 0.45  0.10
H: 4.18 0.02 -0.58  0.12
H: 0.63 0.50 -1.98  0.12
H: -1.55 1.25 1.46  0.13
H: 0.10 2.59 -0.91  0.07
H: -1.55 2.89 -0.11  0.12
H: -1.25 2.31 -1.80  0.05
H: -2.74 1.00 -1.68  0.07
H: -2.89 -0.26 -0.37  0.10
H: -1.81 -0.46 -1.98  0.11

Output
E_tot ... -17319.99499 eV
Energy relative to the best compared isomer or geometry (same formula, charge and spin) ... 183.5 kcal/mol
E_LUMO (spin up / spin down) ... 0.0280 / 0.0280 Ha
HOMO (spin up / spin down) ... -0.2640 / -0.2640 Eh
HOMO-LUMO gap (spin up / spin down) ... 7.95 / 7.95 eV

---

Question: Which of these has the highest E_tot?
Answer: C13H19NO

---

Question: Which of these has the highest E_tot?
Answer: C13H19NO

---

Question: The lowest E_tot belongs to which entry?
Answer: C39H63F3N6O3PPtS

---

Question: Among the records above, which one has the highest E_tot?
Answer: C13H19NO